C36H99F2N18O11P5RbS2 as an isolated structure, computed with ωB97M-V/def2-TZVPD.

XYZ file:
```
174
Properties=species:S:1:pos:R:3:mulliken_charge:R:1
Rb -1.5491 3.2090 -4.6978 0.98
N -4.3919 2.0120 -0.5361 -0.36
H -4.6022 2.5649 -1.3547 0.37
H -4.9631 1.1792 -0.5506 0.34
H -4.3867 2.6946 0.2083 0.41
H -3.4260 1.7559 -0.6830 0.24
N -0.6595 1.0108 -1.0972 -0.20
S 0.6635 1.1814 -0.4108 0.96
O 1.8524 1.2500 -1.2865 -0.56
O 0.8324 0.8327 1.0144 -0.53
F 0.4453 2.7942 -0.2107 -0.36
S -0.4857 -0.7182 -0.9964 0.97
O -1.2044 -1.3409 0.1196 -0.49
O 0.6425 -1.4162 -1.5853 -0.48
F -1.5019 -0.9622 -2.2484 -0.31
C 7.1353 4.8546 -0.8425 -0.44
C 7.8241 4.1394 0.1237 -0.53
C 9.0220 4.6744 0.5778 -0.18
C 9.5479 5.8859 0.0327 0.07
C 8.7984 6.6181 -0.9388 -0.28
C 7.6071 6.0509 -1.3962 -0.43
N 10.9153 6.3606 0.4567 0.92
O 11.5077 5.7686 1.3155 -0.56
O 11.2585 7.4987 0.0452 -0.56
H 6.2975 4.4604 -1.3985 0.37
H 7.6651 3.1243 0.4563 0.38
H 9.5333 4.1965 1.4004 0.42
H 9.1872 7.5236 -1.3808 0.44
H 7.0859 6.6381 -2.1378 0.38
O 8.2610 -0.3072 -7.1337 -0.83
P 7.5534 -1.0293 -6.0492 0.27
N 5.8894 -0.8646 -5.9204 0.33
C 5.2473 0.3809 -6.1824 -1.09
C 5.0955 -1.8204 -5.0270 -1.06
N 8.2067 -0.5927 -4.5319 0.32
C 9.0764 0.5560 -4.4678 -1.04
C 7.5788 -1.0152 -3.2827 -1.06
N 7.7423 -2.7409 -6.0644 0.37
C 7.4224 -3.4267 -7.2828 -1.21
C 8.8868 -3.4480 -5.4640 -1.20
H 4.8379 0.8935 -5.3119 0.32
H 4.4310 0.2706 -6.8962 0.33
H 5.9062 1.1452 -6.5944 0.36
H 4.1334 -2.0819 -5.4674 0.30
H 4.8603 -1.2874 -4.1058 0.39
H 5.6270 -2.7290 -4.7437 0.32
H 9.7692 0.4331 -3.6353 0.34
H 9.6755 0.4980 -5.3765 0.34
H 8.5174 1.4916 -4.4530 0.28
H 8.2926 -1.0603 -2.4601 0.39
H 6.6978 -0.3969 -3.1104 0.21
H 7.1879 -2.0192 -3.4481 0.35
H 6.3997 -3.7960 -7.2058 0.27
H 7.5160 -2.7352 -8.1201 0.37
H 8.0130 -4.3161 -7.5022 0.45
H 9.7906 -3.4322 -6.0730 0.37
H 8.6666 -4.5105 -5.3600 0.47
H 9.0399 -3.1387 -4.4301 0.32
O -7.9130 -1.1148 -1.1884 -0.87
P -8.9214 -1.9652 -1.9586 0.47
N -8.2726 -3.5604 -2.2148 0.23
C -7.2329 -3.7435 -3.2698 -1.01
C -7.9820 -4.3918 -1.0355 -1.05
N -9.2743 -1.4187 -3.5435 0.07
C -10.0277 -2.1241 -4.5461 -0.82
C -8.2318 -0.6471 -4.2116 -1.12
N -10.4086 -2.1044 -1.1593 0.25
C -11.3434 -3.1077 -1.5249 -1.32
C -10.6403 -1.5205 0.1728 -0.94
H -6.3081 -3.4101 -2.7991 0.38
H -7.4055 -3.1517 -4.1688 0.27
H -7.1115 -4.7651 -3.6299 0.30
H -7.2494 -3.9765 -0.3434 0.33
H -7.8484 -5.4206 -1.3698 0.42
H -8.9099 -4.5540 -0.4871 0.27
H -10.8915 -2.6136 -4.0964 0.22
H -10.3282 -1.4874 -5.3783 0.40
H -9.4146 -2.8573 -5.0702 0.34
H -8.3100 -0.6240 -5.2985 0.40
H -8.1896 0.4016 -3.9176 0.29
H -7.2033 -0.8545 -3.9159 0.34
H -12.1338 -2.5339 -2.0087 0.35
H -10.7810 -3.7711 -2.1820 0.48
H -11.6455 -3.7816 -0.7232 0.37
H -9.8767 -0.7621 0.3456 0.29
H -10.5287 -2.2345 0.9888 0.33
H -11.6544 -1.1468 0.3144 0.32
O -0.2894 -10.2386 -0.1379 -0.87
P -0.9933 -9.1040 0.4793 0.45
N 0.0656 -8.0734 1.3696 0.15
C -0.4212 -6.8401 1.9685 -1.00
C 1.1207 -8.7455 2.0705 -1.03
N -2.1167 -9.5981 1.6345 0.43
C -2.9252 -8.5976 2.3430 -1.33
C -2.1386 -10.9225 2.1558 -1.03
N -1.8167 -8.1337 -0.6769 0.34
C -1.0846 -7.2118 -1.5092 -1.05
C -3.1391 -8.5625 -1.2472 -0.95
H -0.7517 -7.1241 2.9676 0.31
H -1.2644 -6.4198 1.4203 0.29
H 0.2951 -6.0186 1.9808 0.31
H 0.7149 -8.8547 3.0762 0.31
H 2.0587 -8.1974 1.9830 0.32
H 1.3168 -9.7436 1.6786 0.35
H -3.8789 -9.1252 2.3351 0.50
H -2.7301 -8.4501 3.4052 0.33
H -3.1887 -7.6542 1.8649 0.31
H -1.8729 -10.7756 3.2027 0.35
H -3.1086 -11.4184 2.1197 0.28
H -1.4437 -11.6289 1.7017 0.31
H -0.3165 -6.7973 -0.8562 0.32
H -0.6961 -7.7798 -2.3544 0.34
H -1.6463 -6.3635 -1.9003 0.35
H -3.8306 -8.8831 -0.4680 0.26
H -2.9668 -9.4646 -1.8342 0.32
H -3.5565 -7.7791 -1.8797 0.34
O -2.9900 0.1024 7.9097 -0.78
P -2.8106 -1.1775 7.1460 0.30
N -1.1152 -1.3633 6.8322 0.37
C -0.2271 -1.2903 7.9341 -1.24
C -0.4580 -0.9363 5.5657 -0.97
N -3.6222 -1.4095 5.5675 0.26
C -3.6312 -2.6650 4.7751 -1.16
C -3.9780 -0.2218 4.8271 -1.09
N -3.2645 -2.6027 7.9914 0.21
C -4.6586 -2.6965 8.5709 -0.98
C -2.5391 -3.8320 7.7760 -0.93
H 0.7594 -1.6967 7.7114 0.37
H -0.5848 -1.6946 8.8811 0.37
H -0.1660 -0.2491 8.2507 0.38
H 0.5329 -1.3902 5.5558 0.37
H -0.3008 0.1420 5.5410 0.28
H -1.0325 -1.3457 4.7348 0.22
H -4.0159 -3.5222 5.3276 0.30
H -4.1492 -2.6777 3.8161 0.40
H -2.6270 -3.0082 4.5263 0.39
H -4.0078 -0.2903 3.7396 0.34
H -4.8794 0.1503 5.3139 0.33
H -3.2777 0.5501 5.1462 0.35
H -4.9456 -1.8453 9.1883 0.30
H -5.4346 -2.7722 7.8091 0.31
H -4.6836 -3.6002 9.1798 0.37
H -2.9553 -4.7318 8.2291 0.35
H -1.6133 -3.8041 8.3507 0.28
H -2.3101 -3.9946 6.7228 0.30
O 0.7242 12.2887 1.7838 -0.87
P 1.7723 11.5191 1.0277 0.60
N 3.0441 11.1102 2.1254 0.32
C 4.1482 10.3037 1.6619 -1.17
C 3.2343 11.7986 3.4563 -1.06
N 2.5499 12.3247 -0.2396 0.09
C 2.8096 13.8101 -0.2543 -1.00
C 3.4916 11.6945 -1.1738 -1.17
N 1.2331 9.9957 0.4061 0.20
C 1.0600 8.8856 1.3679 -1.09
C 0.3679 10.0825 -0.7504 -1.12
H 3.8324 9.5556 0.9348 0.33
H 4.2699 9.6560 2.5301 0.49
H 5.0483 10.8721 1.4277 0.20
H 4.2477 12.0915 3.7307 0.36
H 2.8464 11.1487 4.2407 0.32
H 2.6712 12.7319 3.4611 0.32
H 3.3172 14.0071 -1.1986 0.41
H 1.8344 14.2874 -0.1581 0.29
H 3.3685 14.0258 0.6563 0.29
H 3.2870 10.6239 -1.1707 0.38
H 3.3332 11.9625 -2.2184 0.37
H 4.5263 11.9635 -0.9611 0.42
H 0.0684 8.4693 1.1905 0.39
H 1.7583 8.1411 0.9855 0.33
H 1.3265 9.1820 2.3824 0.31
H 0.8247 10.8138 -1.4172 0.36
H -0.6425 10.4234 -0.5243 0.30
H 0.3025 9.0893 -1.1946 0.40
```

Summary:
- charge = +1
- gap between HOMO and LUMO (eV) = 4.11
- energy (Eh) = -5970.8846

One molecule with the formula C3H3IO, computed with ωB97M-V/def2-TZVPD.

XYZ file:
```
8
Properties=species:S:1:pos:R:3:mulliken_charge:R:1
C 0.0904 -0.1196 0.0704 0.01
C 0.3882 0.2570 -1.0279 0.52
C -0.3662 -0.6223 1.3779 -1.01
O 1.1710 1.0176 -2.0683 -0.52
I 0.2883 1.7874 -3.7033 0.27
H -0.5093 0.1643 2.2099 0.25
H -1.4361 -1.0733 1.3159 0.25
H 0.3737 -1.4110 1.8255 0.24
```

Summary:
- SMILES = CC#COI
- charge = 0
- gap between HOMO and LUMO (eV) = 8.09
- energy (Eh) = -488.8843
- relative energy (zero: lowest compared OMol25 entry of this formula, charge and spin) (kJ/mol) = 282.7

A 2-piece molecular cluster, C22H39F2NO9P2S overall, computed with ωB97M-V/def2-TZVPD.

XYZ file:
```
76
Properties=species:S:1:pos:R:3:mulliken_charge:R:1
C -3.4245 3.6628 2.5217 -0.50
C -4.7988 3.5259 1.6520 -0.74
C -4.4047 2.6349 0.3339 -0.37
C -4.2925 1.1023 0.8461 -0.87
C -3.0931 0.2683 0.0906 -0.49
C -1.7503 0.6236 0.8796 -0.73
C -0.5479 -0.4327 0.8238 1.85
F -1.2241 -1.7107 0.7928 -0.51
C 0.5903 -0.1854 1.9629 0.12
C 1.5354 -1.3886 2.4471 -0.36
C 0.8226 -2.7976 2.7644 -1.00
C 0.1128 0.4417 3.3847 -0.76
C -1.0551 -0.3826 4.1115 -0.08
O -1.2509 -0.1138 5.3450 -0.55
N 1.5860 0.7378 1.2496 1.07
P 2.6564 1.8260 2.1449 0.78
O 1.8371 3.0150 2.7220 -0.71
O 3.9032 2.5284 1.2271 -0.45
O 3.4203 1.0936 3.4936 -0.55
C 1.4572 0.5536 -0.0910 -1.17
C 2.3641 1.3202 -1.2047 -1.40
C 3.7491 0.5794 -1.5480 0.57
C 4.8233 1.6350 -2.2014 -1.15
C 4.5044 -0.1355 -0.3289 -0.91
C 0.2968 -0.4997 -0.5831 0.73
C 1.1271 -1.8269 -0.9411 -0.30
C 0.3089 -2.9717 -1.6996 0.14
O 0.6704 -3.2928 -2.8659 -0.43
F -0.7824 -3.7168 -1.1629 -0.26
P -0.5747 -0.0751 -2.2106 0.70
O -1.9651 -0.9890 -2.5629 -0.45
O 0.5352 -0.3870 -3.5136 -0.43
S -1.0017 1.8405 -2.3992 -0.39
H -3.2874 2.6992 3.1519 0.03
H -2.5636 3.6901 1.7591 0.11
H -3.4173 4.5620 3.2284 0.39
H -5.2561 4.5391 1.3729 0.33
H -5.5049 2.8681 2.2931 0.32
H -3.4548 3.0204 -0.1866 0.23
H -5.3402 2.6682 -0.3520 0.36
H -5.2646 0.5491 0.5281 0.39
H -4.2398 0.9935 1.9919 0.37
H -3.4403 -0.8182 0.1177 0.39
H -3.1506 0.6216 -0.9959 0.17
H -2.0879 0.9220 1.9464 -0.20
H -1.3393 1.6129 0.4201 0.09
H 2.0405 -1.0791 3.4482 0.67
H 2.4361 -1.6165 1.7475 -0.22
H 0.9851 -3.5406 1.8849 0.28
H 1.3318 -3.2663 3.6927 0.32
H -0.3138 -2.7349 2.9050 0.23
H -0.3465 1.4793 3.1201 0.53
H 0.9572 0.6536 4.1200 0.53
H -1.6858 -1.1294 3.5136 0.28
H 4.7739 2.2371 1.5961 0.32
H 3.8737 1.8455 3.9637 0.39
H 1.8038 1.4190 -2.2188 0.35
H 2.4862 2.4232 -0.8551 0.55
H 3.5994 -0.2300 -2.3679 0.51
H 5.5967 1.8854 -1.3737 0.26
H 4.3198 2.6102 -2.5268 0.35
H 5.4220 1.1137 -3.0345 0.33
H 5.2061 -0.9368 -0.7972 0.39
H 5.2149 0.5541 0.2723 0.22
H 3.8416 -0.7003 0.4139 0.00
H 1.6703 -2.3384 -0.0729 0.47
H 1.9668 -1.5023 -1.6762 0.13
H -1.8240 -1.5321 -3.3888 0.30
H -0.0093 -0.6566 -4.3019 0.38
C -1.2713 -4.4018 -5.0275 -0.31
C -2.0255 -3.9224 -6.2616 0.45
O -1.9239 -4.6524 -7.2753 -0.73
O -2.6599 -2.8428 -6.1036 -0.71
H -0.7405 -5.3374 -5.2208 0.34
H -0.5420 -3.6464 -4.7268 -0.14
H -1.9723 -4.5659 -4.2038 0.18
```

Summary:
- charge = 0
- gap between HOMO and LUMO (eV) = 2.37
- energy (Eh) = -2873.9803
- relative energy (zero: lowest compared OMol25 entry of this formula, charge and spin) (kJ/mol) = 506.1

A 3-piece molecular cluster, C41H33BClNO9P overall, computed with ωB97M-V/def2-TZVPD.

XYZ file:
```
87
Properties=species:S:1:pos:R:3:mulliken_charge:R:1
C 2.2803 -4.9425 5.8194 0.04
C 1.3969 -4.7711 5.0358 -0.78
C 0.4038 -4.4528 4.0130 -0.61
C 0.9745 -3.4471 2.9889 -0.37
C 0.6137 -2.0061 3.3457 -1.28
N 0.3238 -1.1284 2.1609 0.55
C 0.3492 0.3081 2.5217 -0.87
B -0.9342 0.7871 3.4208 0.64
O -1.0538 0.4037 4.7247 -0.52
O -1.8728 1.6110 2.8749 -0.53
O 1.2294 -1.4896 1.1203 -0.28
C 2.4325 -0.7121 1.0111 -0.36
O 2.4833 0.0873 0.1468 -0.37
C 3.5564 -1.0355 1.9258 1.17
C 3.8464 -0.2460 3.0335 0.00
C 4.9256 -0.5476 3.8472 -0.90
C 5.7389 -1.6375 3.5675 -0.58
C 5.4575 -2.4200 2.4557 -0.87
C 4.3732 -2.1270 1.6487 -0.35
P -1.4592 -1.3614 1.3951 0.52
O -1.1233 -1.8227 -0.0729 -0.31
Cl -2.1919 -3.0097 2.3397 -0.29
H 3.1491 -5.0342 6.4251 0.43
H -0.4986 -4.0752 4.4933 0.34
H 0.1145 -5.3647 3.4924 0.43
H 0.5513 -3.7249 2.0245 0.19
H 2.0480 -3.5757 2.8951 0.51
H -0.2255 -2.0157 4.0352 0.68
H 1.4535 -1.5530 3.8746 0.63
H 0.3074 0.9249 1.6273 0.29
H 1.2263 0.5272 3.1261 0.41
H -0.2114 0.0880 5.0725 0.33
H -1.8566 2.4628 3.3329 0.32
H 3.2760 0.6400 3.2780 0.40
H 5.1614 0.0771 4.6961 0.46
H 6.5911 -1.8571 4.1919 0.47
H 6.1046 -3.2513 2.2188 0.49
H 4.1790 -2.7406 0.7787 0.56
H -0.6343 -2.6579 -0.1640 0.35
C 4.1894 7.6835 -4.8463 -0.49
C 3.0290 7.8462 -4.0973 -0.49
C 2.7593 6.9954 -3.0391 -0.57
C 3.6448 5.9703 -2.7312 0.21
C 4.8006 5.7942 -3.4974 0.15
C 5.0730 6.6601 -4.5482 -0.55
C 5.7457 4.6765 -3.2174 0.62
O 6.7513 4.5229 -3.8753 -0.65
C 5.4132 3.7418 -2.1021 0.19
C 6.2483 2.6598 -1.8521 -0.68
C 5.9607 1.7905 -0.8130 -0.78
C 4.8417 2.0048 -0.0156 0.08
C 4.0061 3.0781 -0.2642 -0.66
C 4.2818 3.9451 -1.3115 -0.04
C 3.3471 5.0767 -1.5795 0.54
O 2.3726 5.2536 -0.8774 -0.68
H 4.4014 8.3551 -5.6674 0.41
H 2.3355 8.6402 -4.3398 0.41
H 1.8619 7.1193 -2.4491 0.46
H 5.9746 6.5249 -5.1292 0.48
H 7.1176 2.5043 -2.4759 0.49
H 6.6093 0.9450 -0.6226 0.43
H 4.6243 1.3316 0.7993 0.57
H 3.1311 3.2504 0.3480 0.51
C -5.0756 -2.8044 0.7047 0.38
C -6.0826 -3.7531 0.8589 -0.69
C -7.0739 -3.8733 -0.0995 -0.64
C -7.0686 -3.0390 -1.2114 0.12
C -6.0718 -2.0755 -1.3552 0.01
C -5.0718 -1.9685 -0.3982 -0.45
C -6.0657 -1.1381 -2.5167 0.52
O -5.1882 -0.3084 -2.6342 -0.67
C -7.1659 -1.2520 -3.5111 0.18
C -7.2138 -0.3573 -4.5726 -0.56
C -8.2236 -0.4569 -5.5143 -0.49
C -9.1854 -1.4554 -5.4049 -0.47
C -9.1459 -2.3475 -4.3467 -0.58
C -8.1427 -2.2451 -3.3920 0.18
C -8.1366 -3.1950 -2.2446 0.66
O -8.9704 -4.0674 -2.1430 -0.64
H -4.2892 -2.7111 1.4457 -0.05
H -6.0927 -4.3994 1.7271 0.42
H -7.8579 -4.6099 0.0081 0.49
H -4.2980 -1.2222 -0.5282 0.62
H -6.4612 0.4145 -4.6536 0.47
H -8.2625 0.2434 -6.3378 0.40
H -9.9694 -1.5345 -6.1460 0.41
H -9.8927 -3.1236 -4.2533 0.48
```

Summary:
- charge = +1
- gap between HOMO and LUMO (eV) = 7.66
- energy (Eh) = -3140.2986

| no. | lowest unoccupied orbital energy (Eh) |
| --- | --- |
| 1 | -0.192 |
| 2 | -0.047 |
| 3 | -0.131 |
| 4 | -0.131 |